No. 1
# C13H21ClN2O6PS2

A cluster of 2 separate species, C13H21ClN2O6PS2 in total in a non-equilibrium geometry (ωB97M-V/def2-TZVPD, OMol25).

Charge: +1
Spin multiplicity: 1
HOMO-LUMO gap in eV: 7.52
Calculated total energy in eV: -72562.2771

Structure (XYZ):
```
46
Properties=species:S:1:pos:R:3:forces:R:3:nbo_charge:R:1
C -4.098864 -1.157781 3.676110 -0.38 -0.01 -0.12 -0.43
N -4.786064 -0.246306 2.761539 0.31 -0.26 0.03 -0.63
C -3.979053 0.847683 2.241006 -0.71 -0.18 0.08 -0.29
C -2.703776 0.351631 1.630110 0.36 0.12 -0.03 0.32
C -1.425727 0.753885 2.041807 0.01 -0.53 0.00 -0.45
P -1.274144 2.065466 3.310443 -0.92 1.58 -0.46 1.82
O 0.262398 2.139025 3.679461 0.12 -0.24 0.18 -0.99
O -1.956929 1.480027 4.621367 0.21 -0.43 0.10 -0.99
S -1.986060 3.733865 2.688909 0.08 -0.51 0.08 -0.50
C -0.306628 0.199420 1.414317 -0.29 -0.16 -0.08 0.07
C 1.105991 0.611314 1.775712 -0.56 -0.46 0.26 0.76
O 1.638742 1.485142 1.197163 0.66 0.95 -0.54 -0.49
O 1.697999 -0.105453 2.736642 0.05 -0.42 -0.04 -0.64
C -0.430428 -0.724895 0.368379 -0.43 0.13 0.62 -0.03
C 0.788550 -1.225364 -0.334839 -0.09 -0.24 -0.41 -0.56
C 0.997553 -0.410893 -1.609999 -0.04 0.29 -0.07 0.43
O 0.430826 0.633200 -1.749238 -0.38 0.46 -0.12 -0.51
C -1.714337 -1.088740 -0.027349 0.47 -0.11 -0.09 0.11
S -1.989516 -2.198567 -1.372421 -0.23 0.07 -0.08 0.12
N -2.794004 -0.530313 0.599927 0.26 -0.02 -0.03 -0.31
Cl -4.327503 -0.929616 -0.020333 -0.05 0.14 -0.01 0.31
H -3.722649 -2.026831 3.136163 0.25 -0.03 -0.08 0.18
H -4.823919 -1.547932 4.380494 -0.08 -0.04 0.16 0.23
H -3.298487 -0.688047 4.243600 0.14 0.08 0.09 0.18
H -5.635464 0.103085 3.174315 -0.04 0.19 -0.06 0.39
H -4.538411 1.338697 1.441690 -0.05 0.13 -0.08 0.25
H -3.795211 1.611444 2.985940 0.39 0.15 0.07 0.24
H 0.525408 3.070951 3.599160 0.29 -0.07 -0.04 0.55
H -1.309672 1.121674 5.247319 -0.12 0.02 0.10 0.53
H 1.169072 -0.891253 2.929086 0.07 0.00 0.26 0.49
H 0.712130 -2.269719 -0.611705 0.03 -0.24 0.06 0.25
H 1.673448 -1.126667 0.286765 0.21 -0.01 0.02 0.26
H 1.672963 -0.772178 -2.387140 0.34 -0.38 0.12 0.19
H -1.300018 -3.218746 -0.845016 0.17 0.06 0.08 0.16
C 4.741605 -0.944401 -5.486811 -0.05 -0.16 0.04 -0.63
C 3.655189 -0.294677 -4.646490 0.38 0.21 -0.07 0.10
C 3.743245 1.222280 -4.686436 -0.14 0.02 0.11 -0.63
O 3.736489 -0.758122 -3.290022 -0.22 -0.09 0.00 -0.75
H 5.729901 -0.671184 -5.108153 0.00 0.08 -0.03 0.20
H 4.662714 -2.030907 -5.445331 -0.03 0.01 -0.02 0.22
H 4.674583 -0.630342 -6.528298 0.01 0.02 0.00 0.22
H 2.675832 -0.612611 -5.007909 -0.04 -0.06 0.09 0.17
H 4.702559 1.558397 -4.284394 0.05 -0.03 -0.07 0.20
H 2.956589 1.670440 -4.078018 -0.02 -0.01 -0.03 0.22
H 3.648954 1.595807 -5.705992 0.02 0.00 -0.01 0.22
H 4.594124 -0.491891 -2.941529 0.03 0.00 -0.01 0.47
```
Positions in Å, forces in eV/Å.



No. 2
# C12H26N6O3

An isolated molecule of C12H26N6O3 in a non-equilibrium geometry (ωB97M-V/def2-TZVPD, OMol25).

Spin multiplicity: 1
HOMO-LUMO gap in eV: 9.61
Calculated total energy in eV: -27949.7499
Structure (SMILES): [H]/N=C(/N)NCCC[C@H](NC(=O)[C@@H](N)CCCCN)C(=O)O
Energy relative to the best compared isomer or geometry (same formula, charge and spin) in eV: 0.788

Structure (XYZ):
```
47
Properties=species:S:1:pos:R:3:forces:R:3:nbo_charge:R:1
H 0.169940 2.305109 0.601658 -0.54 -0.32 -1.15 0.35
N -0.126399 2.331686 -0.403029 0.25 0.46 0.95 -0.83
C -1.392641 2.548730 -0.539480 1.57 -0.50 2.44 0.59
N -1.901946 2.720829 -1.760047 -1.30 0.83 -1.96 -0.82
N -2.284546 2.623898 0.509921 -0.18 0.30 0.60 -0.63
C -3.598208 2.017359 0.490574 -0.52 -0.96 -0.17 -0.21
C -3.542984 0.522689 0.929359 -0.57 0.06 0.38 -0.42
C -2.978412 -0.385970 -0.166755 1.11 0.17 0.11 -0.43
C -2.489813 -1.743840 0.400912 -0.84 -0.33 0.44 -0.14
N -1.488307 -1.624047 1.440986 1.21 0.25 -0.01 -0.63
C -0.191884 -1.089815 1.354024 -1.27 0.11 -1.27 0.71
O 0.172921 -0.434225 2.304024 0.87 0.01 0.16 -0.62
C 0.649305 -1.401427 0.075498 0.18 -0.36 1.28 -0.15
N 0.186633 -0.697573 -1.097035 -0.92 0.03 0.34 -0.87
C 2.117003 -1.189005 0.330208 1.85 0.56 0.18 -0.41
C 2.619040 0.297996 0.364227 -0.69 -0.74 -0.79 -0.41
C 4.058546 0.452339 0.827296 -0.36 0.57 1.33 -0.41
C 5.137790 -0.222274 0.013267 0.23 -0.65 0.93 -0.22
N 5.163184 0.272091 -1.365774 0.74 -0.28 0.52 -0.84
C -2.178102 -2.837968 -0.617102 0.55 -0.36 -1.39 0.80
O -1.482625 -3.814856 -0.479984 -0.09 0.62 0.74 -0.60
O -2.801912 -2.666032 -1.821849 0.29 0.09 0.36 -0.69
H -1.149501 2.836957 -2.417132 0.07 -0.07 -0.28 0.40
H -2.565681 3.498370 -1.822081 0.21 -0.61 0.01 0.39
H -1.855435 2.461153 1.411711 0.29 0.12 -0.22 0.38
H -4.264979 2.543202 1.174000 0.08 0.20 -0.03 0.20
H -4.017595 2.104613 -0.518152 0.02 -0.06 0.21 0.21
H -4.535297 0.182438 1.328177 0.56 0.25 -0.66 0.21
H -2.899028 0.469798 1.822686 0.02 0.14 -0.27 0.19
H -2.067794 0.127204 -0.575832 -0.89 -0.60 0.02 0.24
H -3.697223 -0.556345 -0.972178 0.13 0.12 0.09 0.23
H -3.335871 -2.208724 0.943996 0.00 0.20 -0.24 0.23
H -1.800342 -1.332496 2.361355 -0.50 -0.24 -0.29 0.40
H 0.534947 -2.475508 -0.035184 -0.31 -0.23 -0.28 0.22
H 0.753131 -0.920937 -1.909335 -0.01 0.18 0.23 0.37
H 0.220731 0.297035 -0.870523 0.12 0.06 -0.67 0.40
H 2.475757 -1.659037 1.264631 -0.44 0.08 -0.20 0.21
H 2.630065 -1.753636 -0.465588 0.06 0.24 0.06 0.19
H 2.481506 0.805578 -0.615517 -0.01 -0.38 0.46 0.20
H 1.940901 0.790949 1.056565 0.17 0.31 0.12 0.22
H 4.097345 0.144996 1.888838 0.15 -0.45 -0.39 0.20
H 4.275064 1.523901 0.946127 0.06 -0.08 -0.55 0.21
H 5.070143 -1.335210 0.112353 -0.42 0.50 -0.33 0.16
H 6.100281 -0.048561 0.555095 -0.43 0.38 -0.83 0.19
H 5.916091 -0.248569 -1.807023 -0.38 0.26 -0.54 0.36
H 4.282850 0.128672 -1.857254 0.33 -0.23 0.21 0.36
H -2.406667 -3.361552 -2.390651 -0.43 0.35 0.38 0.50
```
Positions in Å, forces in eV/Å.



No. 3
# C33H27BiClN4O5S3

A structure of composition C33H27BiClN4O5S3 (ωB97M-V/def2-TZVPD, OMol25).

Charge: -1
Spin multiplicity: 1
HOMO-LUMO gap in eV: 7.17
Calculated total energy in eV: -101729.3652
Energy relative to the best compared isomer or geometry (same formula, charge and spin) in eV: 0.000

Structure (XYZ):
```
74
Properties=species:S:1:pos:R:3:forces:R:3:mulliken_charge:R:1
Bi 0.028367 0.267436 -0.409955 -0.46 -0.37 0.15 2.32
Cl 0.259121 -7.535009 -0.131899 -0.02 0.05 -0.03 -0.27
C 0.203060 -5.817722 -0.469582 -0.01 -0.02 -0.07 0.06
C 0.147182 -5.367297 -1.794197 -0.01 -0.01 0.07 -0.66
C 0.126529 -4.023417 -2.049201 0.03 0.05 -0.06 -0.44
C 0.190644 -3.031280 -1.023308 -0.02 -0.17 -0.06 0.35
O 0.242544 -1.803329 -1.394711 -0.04 0.24 0.30 -0.26
C 0.195407 -3.521399 0.319664 -0.08 0.03 -0.01 0.43
C 0.157808 -2.709392 1.519411 -0.01 0.00 -0.03 -0.50
N 0.260983 -1.438568 1.612256 -0.08 0.14 0.01 0.31
C 0.268237 -0.845333 2.895085 -0.03 -0.09 -0.01 -0.40
C 1.023472 -1.358501 3.919881 0.04 -0.03 -0.04 -0.19
C 1.060670 -0.742529 5.187458 -0.01 -0.02 0.02 -0.78
C 0.353816 0.399893 5.419172 0.03 0.01 -0.01 -0.93
C -0.416670 0.974994 4.380958 -0.02 -0.02 -0.04 0.99
C -1.131589 2.184105 4.550252 0.05 -0.01 0.11 -0.77
C -1.836032 2.703229 3.512854 -0.06 0.04 -0.05 -1.06
C -1.851466 2.002294 2.288387 0.00 -0.16 -0.09 0.21
N -1.223219 0.870290 2.094376 0.22 0.07 0.18 0.08
C -0.476394 0.355482 3.114885 -0.15 0.01 -0.09 0.20
C 0.202011 -4.912733 0.552639 0.01 0.07 0.04 -1.20
H 0.114612 -6.083522 -2.605984 0.00 0.01 0.02 0.42
H 0.068432 -3.658867 -3.068838 0.04 -0.01 0.05 0.26
H 0.003321 -3.284347 2.439527 0.06 -0.04 0.04 0.52
H 1.632238 -2.234549 3.730924 0.00 0.02 0.02 0.62
H 1.666598 -1.180724 5.971596 0.00 0.02 -0.03 0.38
H 0.386558 0.893857 6.384056 0.00 -0.02 -0.03 0.37
H -1.083594 2.693638 5.506963 0.00 -0.02 -0.03 0.38
H -2.357854 3.646735 3.595369 0.00 -0.02 -0.01 0.42
H -2.399499 2.401116 1.439397 0.03 0.00 0.03 0.19
H 0.219507 -5.269400 1.576079 -0.02 0.01 0.00 0.38
C -2.232274 2.513633 -3.850553 -0.04 -0.03 0.03 -1.90
C -1.936070 1.708211 -2.614036 -0.04 -0.04 -0.09 0.89
N -0.798939 1.099739 -2.489935 0.38 0.10 0.01 0.81
N 0.039818 1.157135 -3.588985 0.12 0.27 0.02 -0.75
C 1.285167 0.900247 -3.418313 -0.16 -0.17 0.30 0.27
S 2.183288 0.646375 -1.955125 0.17 0.10 -0.41 -0.56
S 2.172904 0.677622 -4.955968 -0.04 0.06 -0.10 -0.16
C 1.210052 -0.758565 -5.566257 0.05 0.18 0.11 -1.06
C -0.223911 -0.472468 -5.908041 -0.03 -0.07 -0.11 0.56
C -1.239489 -0.859555 -5.039021 -0.09 -0.15 -0.07 0.17
C -2.566502 -0.571309 -5.328971 0.02 -0.04 0.00 -0.64
C -2.893399 0.106589 -6.496473 0.07 -0.02 -0.04 -0.50
C -1.883722 0.498415 -7.368641 -0.07 0.01 0.04 -0.59
C -0.558833 0.211250 -7.072493 0.03 -0.04 0.01 -0.46
C -2.961745 1.620883 -1.572402 -0.04 -0.03 0.11 0.08
C -3.932535 2.636436 -1.495304 0.07 -0.02 0.00 -0.85
C -4.972583 2.594830 -0.595946 -0.02 -0.04 0.08 -0.83
C -5.090731 1.480712 0.250510 0.02 0.10 -0.10 -0.38
C -4.166344 0.468697 0.204183 0.08 -0.03 -0.03 -0.48
C -3.049619 0.506371 -0.677989 -0.16 0.14 -0.11 0.74
O -2.186313 -0.454139 -0.659034 0.27 0.07 0.02 -0.94
H -1.621917 2.157933 -4.675445 -0.02 0.03 0.00 0.35
H -3.288838 2.448109 -4.104820 0.02 0.02 0.02 0.47
H -1.980930 3.562871 -3.670609 0.02 -0.02 0.01 0.36
H 1.773508 -1.087156 -6.440052 -0.04 -0.08 -0.01 0.54
H 1.281203 -1.517256 -4.787644 -0.01 -0.10 -0.07 0.13
H -0.985855 -1.363535 -4.110695 -0.02 0.03 -0.04 0.29
H -3.343264 -0.860866 -4.629833 0.04 -0.01 -0.02 0.43
H -3.928351 0.332561 -6.724375 0.02 0.01 0.01 0.40
H -2.130044 1.039266 -8.275277 0.01 -0.03 0.01 0.37
H 0.230485 0.533990 -7.744195 -0.03 0.00 0.02 0.39
H -3.845668 3.494917 -2.151182 0.01 -0.04 0.01 0.39
H -5.682761 3.410388 -0.543101 0.00 -0.04 -0.01 0.39
H -5.916909 1.425526 0.951339 0.03 -0.01 0.01 0.37
H -4.227466 -0.386377 0.867511 -0.01 0.02 -0.03 0.38
C 2.542606 3.799812 0.051318 0.00 -0.05 -0.01 -1.00
S 1.146659 3.053355 0.849120 -0.02 0.23 -0.09 0.95
O 0.707730 3.991896 1.858724 -0.05 -0.04 0.03 -0.65
O 0.142653 2.831253 -0.224005 0.04 -0.03 0.17 -0.65
O 1.628307 1.765809 1.363167 -0.05 -0.09 0.00 -0.64
H 2.190561 4.654248 -0.525745 0.05 -0.03 0.06 0.31
H 2.999403 3.052162 -0.596361 -0.04 0.09 -0.01 0.22
H 3.225933 4.113999 0.840292 0.00 -0.01 -0.10 0.36
```
Positions in Å, forces in eV/Å.



No. 4
# C3H7N2S

The ion C3H7N2S with charge +1 in a non-equilibrium geometry (ωB97M-V/def2-TZVPD, OMol25).

Charge: +1
Spin multiplicity: 1
HOMO-LUMO gap in eV: 10.64
Calculated total energy in eV: -17030.9494
Energy relative to the best compared isomer or geometry (same formula, charge and spin) in eV: 2.621

Structure (XYZ):
```
13
Properties=species:S:1:pos:R:3:forces:R:3:nbo_charge:R:1
C -2.034224 0.105769 -0.219187 0.04 -0.46 -0.19 0.51
C -3.548693 -0.010403 -0.125363 0.60 0.98 -2.51 -0.72
C 2.312704 -0.088826 0.764148 -0.81 0.43 1.63 -0.34
N -0.880209 0.074987 -0.343729 -2.39 0.05 0.71 -0.43
N 3.137285 0.209838 -0.401193 -0.96 -0.63 0.62 -0.72
S 1.186913 0.138340 -0.622562 0.54 0.37 -0.28 0.44
H -3.926871 -0.529059 -1.063351 0.73 0.79 0.85 0.29
H -4.069932 0.983262 -0.061475 0.82 -0.95 0.11 0.29
H 2.457988 -1.129264 1.077721 -0.08 0.29 -0.27 0.23
H 2.208918 0.525355 1.708536 0.45 -0.06 -1.66 0.26
H 3.445438 -0.719890 -0.654410 1.22 0.78 -1.02 0.44
H -3.837866 -0.670195 0.638939 -0.08 -0.58 1.41 0.27
H 3.548553 1.110085 -0.698069 -0.08 -1.01 0.62 0.47
```
Positions in Å, forces in eV/Å.



Among the records above, which one has the lowest calculated total energy?
C33H27BiClN4O5S3